115
Properties=species:S:1:pos:R:3:forces:R:3 method="wB97M-V/def2-TZVPD" multiplicity=1 charge=-1 relative_energy_kcal_mol=19.4
C 5.7441 0.8983 0.6206 -0.2 -0.4 -0.2
C 4.9832 -0.3389 0.1533 0.9 -0.3 -1.6
O 5.2567 -0.8248 -0.9352 -0.7 0.4 1.5
O 4.0618 -0.8655 1.0022 0.2 1.0 0.0
C 2.7006 -0.7522 0.4994 -0.1 -0.9 -0.4
C 2.3366 -1.9558 -0.3613 -1.1 0.9 -0.2
C 0.8204 -1.8574 -0.7554 1.2 -0.8 -0.1
C 0.6193 -2.3562 -2.1977 0.2 -0.5 0.3
C -0.7368 -3.0426 -2.4875 0.9 0.4 0.1
P -2.3620 -1.9769 -2.2988 0.1 0.1 -0.3
C -1.6798 -0.9211 -3.8005 -0.1 0.4 -0.7
N -2.6553 -0.0684 -4.5515 0.2 0.1 0.0
C -2.9523 -2.9295 -0.7109 0.4 -0.2 0.4
C -3.2402 -2.0881 0.5543 -0.5 -1.1 0.0
C -2.0114 -1.4479 1.2154 -1.0 -0.4 1.0
C -2.4275 -0.7792 2.5135 0.8 1.6 -0.2
O -2.0346 0.3398 2.7954 -0.5 -0.8 0.1
O -3.2884 -1.4328 3.3693 0.0 -0.2 -0.9
C -4.0824 -1.0557 -2.2935 0.0 0.3 0.9
C -4.1420 0.3546 -1.7390 -0.6 -0.8 -0.5
C -3.1240 1.2857 -1.7049 1.0 -0.5 -0.6
C -3.3017 2.5524 -1.2077 0.8 0.4 -0.1
C -4.5018 2.9463 -0.6850 -0.5 1.1 0.4
C -4.7125 4.3410 -0.1379 0.2 -0.4 0.3
C -5.5241 2.0235 -0.6717 -0.5 0.4 0.3
C -5.3443 0.7733 -1.2008 -0.8 -0.4 0.3
H 6.2901 1.2899 -0.2344 0.0 -0.1 0.0
H 5.0753 1.6814 0.9806 0.1 -0.2 0.3
H 6.4765 0.5865 1.3690 -0.2 0.2 0.2
H 2.5628 0.1650 -0.0849 0.3 0.0 0.1
H 2.0442 -0.6757 1.3675 0.2 -0.1 0.1
H 2.5154 -2.8777 0.1931 0.2 0.0 -0.1
H 2.9086 -1.9237 -1.2883 0.3 -0.2 0.2
H 0.5119 -0.8235 -0.5937 -0.5 -0.2 0.0
H 0.3063 -2.5674 -0.1039 -0.4 0.5 0.1
H 0.8955 -1.5592 -2.8966 -0.3 0.0 0.0
H 1.3908 -3.1316 -2.3390 0.0 0.1 -0.1
H -0.6623 -3.4198 -3.5195 -0.3 0.2 0.0
H -0.7307 -3.9665 -1.8876 -0.3 0.2 0.2
H -2.9654 -2.9069 -3.1758 -0.1 0.0 -0.2
H -1.7287 -0.9962 -1.4203 0.1 0.0 0.1
H -1.1615 -1.5433 -4.5476 -0.1 -0.2 0.3
H -0.9032 -0.2447 -3.4113 -0.1 -0.2 0.1
H -2.7614 -0.3898 -5.5057 0.0 -0.1 0.1
H -2.2924 0.8752 -4.6198 -0.1 0.0 0.0
H -3.8305 -3.5326 -0.9876 -0.1 0.3 0.1
H -2.2313 -3.6855 -0.3523 0.2 0.1 -0.3
H -4.0812 -1.3963 0.4363 0.4 0.3 -0.2
H -3.6103 -2.8117 1.2953 -0.1 0.2 0.0
H -1.5253 -0.6905 0.6130 0.2 -0.1 0.0
H -1.3325 -2.2556 1.5143 0.2 0.1 -0.3
H -4.0155 -0.8143 3.5194 0.2 0.0 0.4
H -4.6046 -1.1445 -3.2492 0.5 0.4 -0.3
H -4.7602 -1.6182 -1.6327 0.2 -0.1 0.0
H -2.1437 1.0168 -2.0771 -0.1 0.0 -0.1
H -2.4686 3.2497 -1.2323 0.0 0.0 0.0
H -4.0895 4.4924 0.7516 -0.1 0.0 0.0
H -4.4271 5.1206 -0.8473 -0.2 0.0 -0.1
H -5.7558 4.4378 0.1686 0.1 0.3 -0.1
H -6.4814 2.2954 -0.2348 0.0 0.0 -0.1
H -6.1936 0.0968 -1.1594 0.1 -0.2 -0.1
C 11.0413 4.1815 1.9969 0.6 -0.4 -0.2
C 10.4584 5.1653 3.0313 -0.1 0.3 -0.7
C 9.3385 4.6586 3.9458 -0.1 0.0 0.5
F 8.2461 4.2882 3.2569 0.1 0.0 -0.3
F 8.9624 5.6523 4.7854 0.2 0.1 0.0
F 10.0742 6.2954 2.4004 -0.1 0.0 0.1
F 11.4907 5.5130 3.8544 0.0 -0.3 0.2
O 10.5813 4.2605 0.6506 -0.7 0.3 0.3
C 9.4394 3.5906 0.2438 0.9 -0.3 0.4
C 8.3351 4.5496 -0.2123 -0.3 0.3 -0.3
F 7.9850 5.3999 0.7699 0.1 -0.1 0.2
F 7.2379 3.8401 -0.5545 0.1 -0.1 0.0
F 9.0152 2.7384 1.1939 -0.2 0.1 0.0
F 9.7931 2.8356 -0.8180 -0.1 0.1 -0.1
H 12.0942 4.4519 1.9200 -0.1 0.1 0.0
H 11.0362 3.1549 2.3630 -0.3 0.0 0.1
H 9.6799 3.8119 4.5479 0.1 0.0 -0.1
H 8.6659 5.1341 -1.0736 0.1 -0.1 0.0
C -0.7408 3.9872 5.9318 -0.6 0.4 -0.1
C 0.4743 3.3741 5.2091 0.3 0.3 0.6
C 0.5026 1.8537 5.0397 -0.2 -0.5 -0.5
F 0.5127 1.2082 6.2246 0.0 0.2 0.2
F 1.6322 1.4918 4.3852 0.1 0.2 0.0
F 1.6093 3.8072 5.8089 0.0 -0.1 0.0
F 0.4785 3.8982 3.9527 -0.2 -0.1 -0.1
O -0.6090 4.3324 7.3129 0.6 -0.6 0.1
C -0.8269 3.4033 8.3106 -0.6 0.4 -0.9
C 0.4389 3.1301 9.1299 0.3 0.0 0.3
F 1.4371 2.6730 8.3562 -0.1 0.0 -0.2
F 0.1785 2.1873 10.0673 -0.2 0.0 0.0
F -1.3697 2.2780 7.8195 0.2 -0.2 0.1
F -1.7476 3.9407 9.1469 0.2 0.0 0.2
H -0.8961 4.9502 5.4465 0.1 0.0 0.0
H -1.6533 3.4223 5.7438 0.1 -0.3 0.1
H -0.3571 1.5090 4.4557 0.0 0.1 0.0
H 0.7726 4.0437 9.6267 -0.1 0.0 0.0
C -4.0384 -6.0806 -5.5293 0.6 -0.3 -0.1
C -4.6712 -5.0623 -4.5601 0.1 0.3 -0.6
C -5.7940 -5.5600 -3.6454 -0.1 0.1 0.5
F -6.8657 -6.0050 -4.3394 0.1 -0.1 -0.3
F -6.2254 -4.5468 -2.8644 0.1 0.1 -0.1
F -5.0769 -3.9794 -5.2611 -0.2 -0.1 0.0
F -3.6724 -4.6494 -3.7422 -0.4 -1.0 -0.1
O -4.4723 -6.0874 -6.8938 -0.7 0.2 0.2
C -5.5774 -6.8058 -7.2933 1.0 -0.2 0.5
C -6.6933 -5.9006 -7.8251 -0.2 0.2 -0.3
F -7.0948 -5.0183 -6.8978 0.1 -0.1 0.2
F -7.7668 -6.6565 -8.1679 0.1 -0.1 0.0
F -6.0084 -7.6262 -6.3176 -0.3 0.1 -0.1
F -5.1752 -7.6037 -8.3137 -0.2 0.1 -0.2
H -2.9932 -5.7819 -5.5992 -0.1 0.2 0.0
H -4.0210 -7.0868 -5.1109 -0.3 0.0 0.1
H -5.4379 -6.3646 -2.9960 0.1 0.0 -0.1
H -6.3487 -5.3518 -8.7041 0.1 -0.1 0.0

62
Properties=species:S:1:pos:R:3:forces:R:3 method="wB97M-V/def2-TZVPD" multiplicity=1 charge=-2 relative_energy_kcal_mol=0.0
Ca 0.8993 1.0549 -0.3199 0.0 0.0 0.0
C 4.2922 -1.1932 1.1121 0.0 0.0 0.0
C 3.7180 -0.4501 -0.0697 0.0 0.0 0.0
O 3.2403 0.6665 0.1417 0.0 0.0 0.0
C 3.7128 -1.0827 -1.3913 0.0 0.0 0.0
C 4.6170 -2.1187 -1.6809 0.0 0.0 0.0
C 4.7034 -2.7058 -2.9224 0.0 0.0 0.0
C 3.8397 -2.2576 -3.9339 0.0 0.0 0.0
C 2.9232 -1.2702 -3.6924 0.0 0.0 0.0
C 2.7917 -0.6474 -2.4092 0.0 0.0 0.1
O 1.8626 0.1977 -2.2158 0.0 0.0 -0.1
H 3.5393 -1.9316 1.4097 0.0 0.0 0.0
H 4.4363 -0.4867 1.9262 0.0 0.0 0.0
H 5.2227 -1.7176 0.9067 0.0 0.0 0.0
H 5.2855 -2.4640 -0.9037 0.0 0.0 0.0
H 5.4187 -3.4964 -3.1102 0.0 0.0 0.0
H 3.8911 -2.7056 -4.9216 0.0 0.0 0.0
H 2.2416 -0.9296 -4.4626 0.0 0.0 0.0
O 1.0002 -1.2647 0.3884 0.0 0.0 0.0
N 0.4908 -2.3385 -0.1708 0.0 0.0 0.0
C 0.0376 -2.2440 -1.4441 0.0 0.0 0.0
C -0.5363 -3.3028 -2.0951 0.0 0.0 0.0
C -0.6459 -4.5170 -1.4165 0.0 0.0 0.0
C -0.1743 -4.6073 -0.1326 0.0 0.0 0.0
C 0.4164 -3.5153 0.5451 0.0 0.0 0.0
S 0.9788 -3.6258 2.1451 0.0 0.0 0.0
H 0.1892 -1.2764 -1.9016 0.0 0.0 0.0
H -0.8783 -3.1702 -3.1113 0.0 0.0 0.0
H -1.0940 -5.3801 -1.8945 0.0 0.0 0.0
H -0.2390 -5.5290 0.4275 0.0 0.0 0.0
C 1.9783 -0.2920 3.7341 0.0 0.0 0.0
P 0.8314 0.7941 2.8066 0.0 0.0 0.0
C 0.7348 2.2174 3.9659 0.0 0.0 0.0
C -0.7529 -0.0629 3.2027 0.0 0.0 0.0
C -1.9491 0.5550 2.4756 0.0 0.0 0.0
P -1.9034 0.2025 0.6617 -0.1 0.0 0.1
C -2.5988 -1.5054 0.6921 0.0 0.0 0.0
C -3.3664 1.1571 0.1157 0.0 0.0 0.0
H 1.6412 -0.4359 4.7653 0.0 0.0 0.0
H 2.9757 0.1505 3.7416 0.0 0.0 0.0
H 2.0141 -1.2575 3.2260 0.0 0.0 0.0
H 0.5140 1.8860 4.9852 0.0 0.0 0.0
H -0.0278 2.9157 3.6202 0.0 0.0 0.0
H 1.6892 2.7472 3.9587 0.0 0.0 0.0
H -0.8979 -0.0432 4.2896 0.0 0.0 0.0
H -0.6069 -1.1090 2.9137 0.0 0.0 0.0
H -1.9469 1.6440 2.5802 0.0 0.0 0.0
H -2.8949 0.1822 2.8856 0.0 0.0 0.0
H -3.5707 -1.5303 1.1941 0.0 0.0 0.0
H -1.9101 -2.1701 1.2184 0.0 0.0 0.0
H -2.7123 -1.8801 -0.3267 0.0 0.0 0.0
H -4.2557 0.9104 0.7032 0.0 0.0 0.0
H -3.5517 0.9614 -0.9411 0.0 0.0 0.0
H -3.1410 2.2197 0.2153 0.0 0.0 0.0
S -0.6640 2.2936 -2.3685 0.0 0.0 0.0
C -1.4587 3.6542 -1.6475 0.0 0.0 0.0
C -2.4057 4.3350 -2.4938 0.0 0.0 0.0
N -3.1647 4.8516 -3.1920 0.0 0.0 0.0
C -1.2623 4.1390 -0.3841 0.0 0.0 0.0
S -0.1855 3.4658 0.8123 0.0 0.0 0.0
C -2.0000 5.2967 0.0381 0.0 0.0 0.0
N -2.5833 6.2187 0.4152 0.0 0.0 0.0